{"formula": "C23H32HfI2N7O", "method": "wB97M-V/def2-TZVPD", "orbital_gap_ev": 6.482, "e_tot_ha": -1996.9126, "charge": 3, "lumo_energy_ev": -8.97, "spin_multiplicity": 1, "de_lowest_kj_mol": 12.5, "symbols": ["Hf", "N", "C", "C", "N", "C", "C", "N", "H", "H", "H", "H", "H", "H", "H", "H", "H", "H", "H", "H", "H", "N", "C", "C", "C", "N", "H", "H", "H", "H", "H", "H", "H", "H", "H", "H", "I", "C", "C", "C", "I", "C", "C", "C", "C", "N", "C", "C", "O", "H", "H", "H", "H", "N", "C", "C", "C", "C", "C", "C", "C", "H", "H", "H", "H", "H"], "xyz": [[0.244, -0.703, -0.376], [0.132, -1.326, 1.913], [1.238, -2.214, 2.366], [1.472, -3.248, 1.294], [1.710, -2.607, -0.040], [3.143, -2.372, -0.359], [3.560, -1.002, 0.116], [2.567, -0.025, -0.418], [0.025, -0.557, 2.569], [-0.738, -1.857, 1.972], [0.986, -2.698, 3.310], [2.114, -1.594, 2.546], [0.584, -3.872, 1.184], [2.309, -3.899, 1.553], [1.359, -3.294, -0.702], [3.254, -2.434, -1.444], [3.774, -3.151, 0.071], [4.568, -0.762, -0.223], [3.559, -0.928, 1.201], [2.795, 0.149, -1.395], [2.693, 0.876, 0.037], [0.459, -1.506, -2.620], [1.390, -1.034, -3.689], [1.028, 0.363, -4.151], [1.209, 1.442, -3.105], [0.314, 1.246, -1.920], [0.521, -2.519, -2.534], [-0.494, -1.386, -2.973], [1.354, -1.729, -4.528], [2.409, -1.064, -3.296], [-0.001, 0.373, -4.528], [1.652, 0.614, -5.010], [1.005, 2.421, -3.541], [2.245, 1.479, -2.759], [-0.643, 1.313, -2.266], [0.414, 2.061, -1.319], [-2.188, -5.322, -0.431], [-3.041, -3.443, -0.445], [-4.455, -3.306, -0.438], [-5.061, -2.078, -0.442], [-7.126, -1.972, -0.437], [-4.253, -0.895, -0.445], [-4.740, 0.420, -0.431], [-3.861, 1.483, -0.415], [-2.495, 1.234, -0.410], [-1.971, 0.006, -0.440], [-2.852, -1.051, -0.456], [-2.258, -2.325, -0.465], [-0.906, -2.323, -0.477], [-5.058, -4.204, -0.429], [-5.809, 0.593, -0.429], [-4.217, 2.503, -0.402], [-1.800, 2.064, -0.372], [0.311, 1.275, 0.939], [0.415, 2.203, 1.622], [0.531, 3.335, 2.477], [1.803, 3.776, 2.865], [1.894, 4.872, 3.701], [0.736, 5.509, 4.136], [-0.523, 5.065, 3.747], [-0.639, 3.971, 2.911], [2.696, 3.272, 2.522], [2.864, 5.231, 4.016], [0.818, 6.367, 4.791], [-1.411, 5.573, 4.098], [-1.612, 3.611, 2.605]]}


{"formula": "C23H32IN7O6Ti", "method": "wB97M-V/def2-TZVPD", "orbital_gap_ev": [7.562, 6.651], "e_tot_ha": -2877.6439, "charge": 0, "lumo_energy_ev": [0.16, -1.25], "spin_multiplicity": 3, "de_lowest_kj_mol": 37.2, "symbols": ["Ti", "C", "N", "C", "C", "N", "C", "C", "C", "C", "C", "C", "N", "C", "N", "C", "C", "N", "C", "C", "N", "C", "C", "H", "H", "H", "H", "H", "H", "H", "H", "H", "H", "H", "H", "H", "H", "H", "H", "H", "H", "H", "H", "H", "H", "H", "H", "H", "H", "H", "H", "O", "C", "C", "O", "C", "C", "O", "C", "O", "O", "N", "C", "O", "C", "I", "H", "H", "H", "H"], "xyz": [[-0.232, -0.811, 0.300], [-3.574, 3.357, 0.958], [-2.755, 2.308, 0.383], [-2.899, 2.121, -1.050], [-1.778, 1.675, 1.088], [-0.620, 1.307, 0.552], [-0.016, 2.123, -0.425], [-0.049, 3.514, -0.418], [0.588, 4.235, -1.418], [1.265, 3.568, -2.429], [1.330, 2.182, -2.424], [0.718, 1.456, -1.409], [0.713, 0.047, -1.328], [1.759, -0.653, -1.804], [1.539, -1.809, -2.439], [0.204, -2.158, -2.907], [2.445, -2.949, -2.320], [3.032, -0.240, -1.618], [4.084, -0.475, -2.590], [3.394, 0.621, -0.501], [-2.041, 1.370, 2.371], [-0.974, 1.085, 3.321], [-3.388, 1.130, 2.864], [-3.449, 4.269, 0.366], [-3.259, 3.567, 1.976], [-4.633, 3.091, 0.960], [-2.487, 2.961, -1.615], [-3.963, 2.029, -1.278], [-2.400, 1.204, -1.353], [-0.571, 4.028, 0.380], [0.558, 5.316, -1.407], [1.749, 4.127, -3.219], [1.858, 1.658, -3.213], [0.306, -2.751, -3.817], [-0.364, -1.259, -3.125], [-0.321, -2.756, -2.158], [2.834, -3.242, -3.296], [1.897, -3.781, -1.878], [3.269, -2.713, -1.654], [3.679, -0.950, -3.478], [4.878, -1.103, -2.180], [4.518, 0.487, -2.876], [2.641, 0.563, 0.282], [3.506, 1.662, -0.816], [4.342, 0.269, -0.092], [-0.015, 1.382, 2.910], [-0.929, 0.019, 3.548], [-1.174, 1.633, 4.244], [-3.716, 1.924, 3.539], [-3.388, 0.187, 3.412], [-4.083, 1.038, 2.034], [4.310, -4.010, 2.955], [3.404, -3.403, 2.464], [2.871, -2.026, 2.908], [3.295, -1.353, 3.816], [1.792, -1.750, 1.966], [1.598, -2.772, 1.061], [0.674, -2.617, 0.160], [2.587, -3.839, 1.231], [2.791, -4.815, 0.551], [1.030, -0.684, 1.844], [-4.258, -1.356, 0.374], [-2.925, -1.513, 0.647], [-2.102, -1.041, -0.245], [-2.492, -2.131, 1.808], [-2.657, -4.676, 0.663], [-4.456, -1.249, -0.610], [-4.864, -2.019, 0.833], [-3.192, -2.424, 2.574], [-1.434, -2.187, 2.047]]}


{"formula": "C23H32IrNO4", "method": "wB97M-V/def2-TZVPD", "orbital_gap_ev": [7.631, 4.584], "e_tot_ha": -1355.0326, "charge": 1, "lumo_energy_ev": [-2.06, -7.11], "spin_multiplicity": 6, "de_lowest_kj_mol": 152.4, "symbols": ["O", "C", "C", "H", "H", "C", "H", "H", "C", "H", "H", "H", "C", "H", "H", "H", "Ir", "C", "C", "C", "H", "C", "C", "H", "H", "H", "H", "C", "C", "C", "H", "C", "C", "H", "H", "H", "H", "O", "C", "C", "H", "H", "C", "H", "H", "C", "H", "H", "H", "H", "O", "C", "C", "C", "C", "O", "N", "H", "H", "H", "H"], "xyz": [[-0.446, 0.423, -0.614], [0.720, 0.173, -1.429], [0.130, 1.120, -2.478], [0.745, -0.892, -1.665], [1.641, 0.527, -0.946], [-1.024, 1.422, -1.502], [-0.270, 0.575, -3.319], [0.759, 1.959, -2.769], [-2.413, 0.871, -1.809], [-2.317, -0.194, -2.062], [-2.869, 1.432, -2.624], [-3.025, 0.970, -0.907], [-1.025, 2.845, -0.961], [0.006, 3.208, -0.853], [-1.558, 2.909, -0.008], [-1.549, 3.466, -1.696], [-0.191, 0.555, 3.176], [0.678, 2.224, 4.174], [1.685, 1.214, 4.111], [1.959, 0.949, 2.729], [2.139, 0.734, 4.971], [1.127, 1.792, 1.936], [0.313, 2.568, 2.823], [-0.428, 3.300, 2.525], [0.242, 2.625, 5.082], [2.687, 0.247, 2.338], [1.081, 1.806, 0.851], [-1.970, 0.007, 4.411], [-2.083, 1.278, 3.758], [-2.090, 1.047, 2.336], [-2.169, 2.237, 4.257], [-1.977, -0.365, 2.124], [-1.948, -0.998, 3.401], [-1.926, -2.066, 3.580], [-1.895, -0.151, 5.484], [-2.193, 1.795, 1.557], [-1.913, -0.845, 1.155], [0.363, -0.614, -4.471], [-0.171, 0.229, -5.565], [0.194, -0.330, -6.949], [0.238, 1.239, -5.465], [-1.258, 0.328, -5.449], [1.214, -1.403, -6.658], [0.580, 0.448, -7.608], [-0.702, -0.760, -7.408], [1.074, -1.681, -5.147], [2.222, -1.023, -6.861], [1.054, -2.296, -7.260], [2.046, -1.818, -4.668], [0.514, -2.614, -5.011], [0.866, -1.420, 5.628], [0.992, -1.921, 4.517], [1.551, -3.295, 4.191], [1.520, -3.403, 2.678], [0.881, -2.112, 2.182], [0.600, -1.812, 1.028], [0.653, -1.327, 3.304], [2.563, -3.375, 4.599], [0.926, -4.061, 4.673], [2.526, -3.489, 2.250], [0.923, -4.257, 2.334]]}


{"formula": "C23H32MnN9O3PSe", "method": "wB97M-V/def2-TZVPD", "orbital_gap_ev": [8.038, 7.533], "e_tot_ha": -5507.4493, "charge": 2, "lumo_energy_ev": [-6.10, -6.10], "spin_multiplicity": 2, "de_lowest_kj_mol": 10.4, "symbols": ["Mn", "C", "N", "C", "C", "N", "C", "P", "C", "N", "C", "C", "N", "C", "C", "N", "C", "C", "N", "C", "H", "H", "H", "H", "H", "H", "H", "H", "H", "H", "H", "H", "H", "H", "H", "C", "O", "C", "C", "O", "C", "C", "O", "C", "H", "H", "H", "H", "H", "H", "H", "H", "H", "H", "H", "H", "H", "H", "Se", "N", "C", "C", "C", "C", "N", "C", "N", "H", "H", "H"], "xyz": [[0.134, -0.304, 0.322], [1.756, -5.217, 2.338], [0.922, -4.268, 1.606], [-0.180, -4.593, 0.874], [-0.635, -3.431, 0.325], [0.167, -2.393, 0.716], [1.113, -2.933, 1.482], [2.675, -2.140, 1.948], [2.972, -1.483, 0.274], [2.087, -0.801, -0.449], [2.648, -0.671, -1.692], [3.879, -1.256, -1.707], [4.075, -1.766, -0.458], [5.243, -2.532, -0.032], [2.082, -0.577, 2.645], [1.224, 0.230, 2.038], [1.293, 1.429, 2.698], [2.180, 1.326, 3.728], [2.673, 0.053, 3.686], [3.707, -0.479, 4.570], [1.163, -6.101, 2.554], [2.083, -4.779, 3.277], [2.622, -5.504, 1.745], [-0.546, -5.603, 0.808], [-1.486, -3.283, -0.309], [2.146, -0.195, -2.512], [4.615, -1.349, -2.487], [6.055, -2.332, -0.724], [5.024, -3.599, -0.038], [5.548, -2.227, 0.965], [0.730, 2.292, 2.388], [2.499, 2.040, 4.468], [3.702, 0.095, 5.492], [4.687, -0.398, 4.103], [3.496, -1.519, 4.803], [-4.048, 1.594, -2.076], [-2.797, 0.953, -1.892], [-2.504, 0.063, -2.941], [-1.242, -0.751, -2.644], [-0.229, -0.077, -1.876], [0.072, 1.241, -2.373], [0.837, 1.980, -1.300], [0.164, 1.791, -0.050], [-0.862, 2.772, 0.163], [-4.861, 0.864, -2.141], [-4.215, 2.238, -1.214], [-4.057, 2.203, -2.986], [-3.323, -0.652, -3.093], [-2.401, 0.621, -3.880], [-1.469, -1.646, -2.075], [-0.806, -1.048, -3.602], [0.651, 1.168, -3.299], [-0.855, 1.769, -2.582], [1.843, 1.598, -1.157], [0.902, 3.042, -1.544], [-0.395, 3.749, 0.293], [-1.556, 2.794, -0.676], [-1.408, 2.500, 1.058], [-4.708, -2.014, -0.322], [-5.203, -1.397, 1.248], [-4.151, -0.794, 1.765], [-4.148, -0.153, 3.036], [-2.986, 0.424, 3.419], [-1.848, 0.378, 2.562], [-1.774, -0.188, 1.384], [-2.944, -0.807, 0.966], [-3.048, -1.415, -0.193], [-5.044, -0.142, 3.641], [-2.891, 0.932, 4.368], [-0.949, 0.854, 2.919]]}


{"formula": "C23H32N4O2S", "method": "wB97M-V/def2-TZVPD", "smiles": "CCOc1ccc(NC(=S)NCCCN2CCN(c3ccc(OC)cc3)CC2)cc1", "orbital_gap_ev": 8.028, "e_tot_ha": -1663.3084, "charge": 0, "lumo_energy_ev": 0.66, "spin_multiplicity": 1, "de_lowest_kj_mol": 176.5, "symbols": ["C", "C", "O", "C", "C", "C", "C", "N", "C", "S", "N", "C", "C", "C", "N", "C", "C", "N", "C", "C", "C", "C", "O", "C", "C", "C", "C", "C", "C", "C", "H", "H", "H", "H", "H", "H", "H", "H", "H", "H", "H", "H", "H", "H", "H", "H", "H", "H", "H", "H", "H", "H", "H", "H", "H", "H", "H", "H", "H", "H", "H", "H"], "xyz": [[-0.250, -6.000, 0.274], [0.476, -4.746, -0.205], [-0.350, -3.901, -0.980], [-1.253, -3.089, -0.370], [-1.438, -2.954, 1.003], [-2.365, -2.053, 1.494], [-3.124, -1.260, 0.638], [-4.046, -0.362, 1.180], [-4.475, 0.829, 0.673], [-5.816, 1.536, 1.342], [-3.777, 1.379, -0.334], [-4.102, 2.703, -0.818], [-2.940, 3.262, -1.629], [-1.673, 3.399, -0.781], [-1.072, 2.098, -0.493], [-0.153, 1.680, -1.541], [0.367, 0.264, -1.265], [1.027, 0.193, 0.020], [2.396, 0.444, 0.101], [2.973, 1.253, 1.077], [4.346, 1.421, 1.165], [5.191, 0.789, 0.267], [6.556, 0.892, 0.253], [7.170, 1.703, 1.221], [4.627, -0.033, -0.710], [3.265, -0.207, -0.785], [0.130, 0.651, 1.054], [-0.390, 2.069, 0.793], [-2.966, -1.423, -0.739], [-2.045, -2.322, -1.229], [-0.638, -6.548, -0.581], [-1.083, -5.745, 0.924], [0.441, -6.638, 0.818], [1.288, -5.026, -0.883], [0.909, -4.194, 0.638], [-0.864, -3.536, 1.706], [-2.500, -1.960, 2.562], [-4.507, -0.635, 2.037], [-2.788, 1.143, -0.429], [-5.007, 2.642, -1.434], [-4.332, 3.363, 0.029], [-3.220, 4.244, -2.009], [-2.746, 2.611, -2.483], [-0.952, 4.060, -1.288], [-1.942, 3.872, 0.167], [-0.679, 1.693, -2.498], [0.707, 2.371, -1.609], [1.052, -0.023, -2.061], [-0.474, -0.436, -1.255], [2.360, 1.777, 1.794], [4.735, 2.061, 1.942], [6.851, 2.748, 1.135], [8.239, 1.638, 1.027], [6.965, 1.345, 2.236], [5.286, -0.538, -1.398], [2.867, -0.877, -1.531], [0.622, 0.594, 2.025], [-0.724, -0.036, 1.064], [-1.105, 2.343, 1.574], [0.448, 2.785, 0.815], [-3.580, -0.856, -1.421], [-1.919, -2.457, -2.292]]}


{"formula": "C23H32N4O3", "method": "wB97M-V/def2-TZVPD", "smiles": "CC1(C)CC(=O)C(/C=N/CCN2CCN(CC(=O)Nc3ccccc3)CC2)=C(O)C1", "orbital_gap_ev": 8.827, "e_tot_ha": -1340.3968, "charge": 0, "lumo_energy_ev": 0.53, "spin_multiplicity": 1, "de_lowest_kj_mol": 201.2, "symbols": ["C", "C", "C", "C", "C", "O", "C", "C", "N", "C", "C", "N", "C", "C", "N", "C", "C", "O", "N", "C", "C", "C", "C", "C", "C", "C", "C", "C", "O", "C", "H", "H", "H", "H", "H", "H", "H", "H", "H", "H", "H", "H", "H", "H", "H", "H", "H", "H", "H", "H", "H", "H", "H", "H", "H", "H", "H", "H", "H", "H", "H", "H"], "xyz": [[3.740, 5.672, 2.437], [3.625, 4.159, 2.241], [2.876, 3.551, 3.429], [5.022, 3.543, 2.129], [5.007, 2.054, 1.842], [5.866, 1.315, 2.278], [3.918, 1.584, 0.985], [3.924, 0.195, 0.593], [3.013, -0.298, -0.154], [3.044, -1.683, -0.510], [2.156, -2.548, 0.424], [0.730, -2.386, 0.333], [0.148, -2.738, -0.947], [-1.375, -2.840, -0.791], [-1.981, -1.627, -0.262], [-2.097, -0.567, -1.249], [-3.256, -0.830, -2.215], [-3.265, -0.389, -3.343], [-4.235, -1.566, -1.633], [-5.446, -2.016, -2.160], [-5.883, -1.674, -3.436], [-7.098, -2.150, -3.895], [-7.886, -2.964, -3.098], [-7.451, -3.305, -1.828], [-6.239, -2.835, -1.359], [-1.305, -1.245, 0.966], [0.212, -1.114, 0.796], [2.920, 2.424, 0.561], [1.941, 2.008, -0.213], [2.874, 3.869, 0.936], [2.753, 6.125, 2.492], [4.271, 5.895, 3.359], [4.282, 6.131, 1.612], [3.417, 3.743, 4.352], [1.883, 3.988, 3.517], [2.771, 2.475, 3.313], [5.565, 4.016, 1.305], [5.598, 3.710, 3.040], [4.766, -0.397, 0.962], [4.064, -2.090, -0.451], [2.684, -1.773, -1.538], [2.448, -2.342, 1.458], [2.380, -3.596, 0.206], [0.543, -3.707, -1.259], [0.387, -2.000, -1.731], [-1.832, -3.074, -1.755], [-1.600, -3.648, -0.088], [-1.195, -0.398, -1.852], [-2.325, 0.371, -0.732], [-4.007, -1.874, -0.692], [-5.270, -1.042, -4.056], [-7.431, -1.881, -4.886], [-8.833, -3.332, -3.464], [-8.058, -3.939, -1.199], [-5.899, -3.101, -0.368], [-1.727, -0.306, 1.329], [-1.509, -2.029, 1.702], [0.671, -0.875, 1.757], [0.432, -0.296, 0.092], [2.117, 1.024, -0.403], [3.327, 4.441, 0.119], [1.829, 4.179, 1.002]]}


{"formula": "C23H32N4O3S", "method": "wB97M-V/def2-TZVPD", "smiles": "CCN(c1ccc(NC(=O)c2cccc(S(=O)(=O)N3CCN(C)CC3)c2)cc1)C(C)C", "orbital_gap_ev": 7.736, "e_tot_ha": -1738.5590, "charge": 0, "lumo_energy_ev": 0.46, "spin_multiplicity": 1, "de_lowest_kj_mol": 86.3, "symbols": ["C", "C", "N", "C", "C", "C", "C", "N", "C", "O", "C", "C", "C", "C", "C", "S", "O", "O", "N", "C", "C", "N", "C", "C", "C", "C", "C", "C", "C", "C", "C", "H", "H", "H", "H", "H", "H", "H", "H", "H", "H", "H", "H", "H", "H", "H", "H", "H", "H", "H", "H", "H", "H", "H", "H", "H", "H", "H", "H", "H", "H", "H", "H"], "xyz": [[2.653, -1.259, -0.134], [2.510, -2.778, -0.241], [1.140, -3.234, -0.105], [0.189, -2.760, -0.975], [-1.168, -2.642, -0.635], [-2.098, -2.167, -1.533], [-1.719, -1.760, -2.807], [-2.644, -1.148, -3.684], [-3.478, -0.121, -3.395], [-4.285, 0.302, -4.201], [-3.331, 0.447, -2.015], [-4.459, 0.681, -1.238], [-4.334, 1.127, 0.069], [-3.077, 1.323, 0.619], [-1.963, 1.132, -0.178], [-0.326, 1.261, 0.524], [0.628, 1.309, -0.551], [-0.161, 0.219, 1.499], [-0.452, 2.707, 1.366], [0.415, 2.836, 2.519], [1.837, 3.203, 2.103], [1.811, 4.445, 1.348], [3.146, 4.907, 1.035], [1.015, 4.273, 0.142], [-0.414, 3.877, 0.516], [-2.073, 0.725, -1.489], [-0.390, -1.917, -3.181], [0.538, -2.406, -2.290], [0.764, -3.866, 1.149], [0.817, -2.904, 2.339], [1.610, -5.119, 1.411], [2.238, -0.904, 0.805], [3.704, -0.983, -0.186], [2.117, -0.753, -0.932], [3.096, -3.243, 0.550], [2.927, -3.127, -1.193], [-1.514, -2.884, 0.356], [-3.132, -2.084, -1.232], [-2.655, -1.460, -4.647], [-5.433, 0.493, -1.664], [-5.217, 1.298, 0.666], [-2.944, 1.624, 1.645], [0.000, 3.616, 3.164], [0.399, 1.877, 3.039], [2.258, 2.373, 1.508], [2.455, 3.349, 2.992], [3.695, 5.060, 1.964], [3.705, 4.197, 0.407], [3.078, 5.858, 0.510], [1.438, 3.495, -0.513], [0.997, 5.222, -0.399], [-0.896, 4.696, 1.059], [-0.991, 3.651, -0.383], [-1.171, 0.617, -2.069], [-0.079, -1.636, -4.178], [1.556, -2.512, -2.625], [-0.262, -4.219, 1.022], [0.300, -1.976, 2.103], [0.346, -3.360, 3.207], [1.847, -2.668, 2.596], [1.671, -5.725, 0.510], [2.618, -4.875, 1.736], [1.143, -5.708, 2.195]]}